[1]
DFT (wB97M-V/def2-TZVPD) results for C5H6O in the gas phase.

As for the calculated total energy: -269.27846 a.u. Its SMILES is CCC#CC=O. Its orbital gap is 10.71 eV. As for the energy above the lowest of the compared OMol25 structures with the same formula, charge and spin: 42.5 kcal per mole.

The geometry in ORCA input format:
```
! wB97M-V def2-TZVPD RIJCOSX def2/J DEFGRID3
* xyz 0 1
C 1.802 0.795 0.061
C 0.355 1.233 -0.264
C -0.564 0.106 -0.123
C -1.285 -0.846 0.055
C -2.139 -2.009 0.178
O -1.901 -2.958 0.889
H 1.989 0.922 1.129
H 1.942 -0.265 -0.183
H 2.569 1.376 -0.464
H 0.275 1.654 -1.272
H 0.004 1.998 0.436
H -3.048 -2.005 -0.443
*
```

[2]
DFT (wB97M-V/def2-TZVPD) results for C5H6O in the gas phase at a distorted geometry.

As for the calculated total energy: -269.17119 a.u. Its SMILES is C#CC1COC1. Its orbital gap is 9.83 eV. As for the energy above the lowest of the compared OMol25 structures with the same formula, charge and spin: 109.8 kcal per mole.

The geometry in ORCA input format:
```
! wB97M-V def2-TZVPD RIJCOSX def2/J DEFGRID3
* xyz 0 1
C 2.580 -0.386 -0.211
C 1.404 -0.243 0.035
C 0.031 -0.050 0.146
C -1.149 -0.729 -0.522
O -1.960 0.428 -0.276
C -0.843 1.180 0.224
H 3.515 -0.710 0.153
H 0.529 -0.495 1.272
H -1.034 -0.952 -1.589
H -1.515 -1.631 -0.031
H -0.999 1.579 1.227
H -0.559 2.009 -0.428
*
```

[3]
DFT (wB97M-V/def2-TZVPD) results for C5H6O in the gas phase.

As for the calculated total energy: -269.14244 a.u. Its orbital gap is 9.15 eV. As for the energy above the lowest of the compared OMol25 structures with the same formula, charge and spin: 127.9 kcal per mole.

The geometry in ORCA input format:
```
! wB97M-V def2-TZVPD RIJCOSX def2/J DEFGRID3
* xyz 0 1
C -1.143 1.103 0.119
C -1.108 -0.296 0.599
O -0.536 -1.425 -0.917
C 0.164 -1.025 0.285
C 1.398 -0.315 -0.052
C 2.422 0.297 -0.220
H -0.340 1.431 -0.554
H -1.055 1.668 1.063
H -2.125 1.359 -0.291
H -1.400 -1.751 -0.585
H 0.390 -1.883 0.926
H 3.332 0.836 -0.374
*
```

[4]
DFT (wB97M-V/def2-TZVPD) results for a molecular structure, C5H6O.

As for the calculated total energy: -269.20363 a.u. Its orbital gap is 9.91 eV. As for the energy above the lowest of the compared OMol25 structures with the same formula, charge and spin: 89.5 kcal per mole.

The geometry in ORCA input format:
```
! wB97M-V def2-TZVPD RIJCOSX def2/J DEFGRID3
* xyz 0 1
O -1.394 -1.762 -1.060
C -0.650 -0.900 -0.677
C -0.828 -0.126 0.637
C 0.369 0.726 0.945
C 1.385 0.501 -0.925
C 0.557 -0.410 -1.406
H -1.014 -0.863 1.425
H -1.736 0.478 0.528
H 0.138 1.773 1.163
H 1.044 0.308 1.696
H 1.382 1.112 0.059
H 0.748 -0.838 -2.385
*
```

[5]
DFT (wB97M-V/def2-TZVPD) results for C5H6O in the gas phase at a distorted geometry.

As for the calculated total energy: -269.15170 a.u. Its orbital gap (spin up / spin down) is 6.70 / 8.35 eV. As for the energy above the lowest of the compared OMol25 structures with the same formula, charge and spin: 122.1 kcal per mole.

The geometry in ORCA input format:
```
! wB97M-V def2-TZVPD RIJCOSX def2/J DEFGRID3
* xyz 0 1
O -1.024 -1.251 1.348
C -0.372 -0.514 0.505
C 0.179 -1.407 -0.484
C 0.977 0.305 0.635
C 0.507 1.323 -0.116
C -0.906 0.836 -0.169
H 0.018 -1.332 -1.562
H 0.668 -2.300 -0.103
H 1.940 0.084 1.085
H 0.989 2.176 -0.583
H -1.550 1.301 0.577
H -1.426 0.780 -1.133
*
```

[6]
DFT (wB97M-V/def2-TZVPD) results for C5H6O in the gas phase.

As for the calculated total energy: -269.26718 a.u. Its SMILES is CCC#CC=O. Its orbital gap is 10.61 eV. As for the energy above the lowest of the compared OMol25 structures with the same formula, charge and spin: 49.6 kcal per mole.

The geometry in ORCA input format:
```
! wB97M-V def2-TZVPD RIJCOSX def2/J DEFGRID3
* xyz 0 1
C 1.646 -0.844 -0.349
C 1.114 0.392 0.396
C -0.209 0.804 -0.095
C -1.385 0.819 -0.403
C -2.767 0.446 -0.079
O -3.102 -0.717 -0.046
H 0.886 -1.631 -0.403
H 1.988 -0.613 -1.364
H 2.488 -1.213 0.238
H 1.873 1.185 0.420
H 0.912 0.108 1.437
H -3.443 1.267 0.248
*
```

[7]
DFT (wB97M-V/def2-TZVPD) results for C5H6O in the gas phase at a distorted geometry.

As for the calculated total energy: -269.21533 a.u. Its SMILES is C#CC1COC1. Its orbital gap is 10.55 eV. As for the energy above the lowest of the compared OMol25 structures with the same formula, charge and spin: 82.1 kcal per mole.

The geometry in ORCA input format:
```
! wB97M-V def2-TZVPD RIJCOSX def2/J DEFGRID3
* xyz 0 1
C 2.502 -0.731 0.223
C 1.497 -0.182 -0.150
C 0.055 -0.158 0.039
C -1.044 -0.179 -1.012
O -1.840 0.706 -0.202
C -0.719 1.002 0.648
H 3.168 -1.385 0.726
H -0.083 -1.034 0.673
H -0.798 0.248 -1.991
H -1.499 -1.168 -1.137
H -0.934 0.878 1.714
H -0.305 2.003 0.471
*
```

[8]
DFT (wB97M-V/def2-TZVPD) results for C5H6O in the gas phase.

As for the calculated total energy: -269.20376 a.u. Its orbital gap (spin up / spin down) is 7.35 / 7.22 eV. As for the energy above the lowest of the compared OMol25 structures with the same formula, charge and spin: 89.4 kcal per mole.

The geometry in ORCA input format:
```
! wB97M-V def2-TZVPD RIJCOSX def2/J DEFGRID3
* xyz 0 1
C -1.882 0.437 -0.265
C -0.987 -0.751 -0.255
C 0.364 -0.714 -0.072
C 1.137 0.462 -0.226
C 2.441 0.556 0.386
O 2.740 1.335 1.278
H -2.208 0.590 0.774
H -1.351 1.346 -0.576
H -2.799 0.301 -0.849
H -1.471 -1.732 -0.264
H 0.816 -1.689 0.151
H 3.201 -0.141 -0.081
*
```

[9]
DFT (wB97M-V/def2-TZVPD) results for C5H6O in the gas phase at a distorted geometry.

As for the calculated total energy: -269.23559 a.u. Its orbital gap is 9.13 eV. As for the energy above the lowest of the compared OMol25 structures with the same formula, charge and spin: 69.4 kcal per mole.

The geometry in ORCA input format:
```
! wB97M-V def2-TZVPD RIJCOSX def2/J DEFGRID3
* xyz 0 1
C -1.800 -0.180 0.050
C -0.349 0.240 -0.159
C 0.256 1.412 -0.433
O 2.094 0.979 -0.073
C 1.925 -0.286 0.094
C 0.656 -0.767 -0.072
H -2.544 0.576 -0.205
H -1.946 -0.455 1.106
H -2.012 -1.087 -0.530
H 0.574 2.326 -0.017
H 2.724 -0.955 0.435
H 0.421 -1.803 -0.197
*
```

[10]
DFT (wB97M-V/def2-TZVPD) results for C5H6O in the gas phase.

As for the calculated total energy: -269.16456 a.u. Its orbital gap is 7.58 eV. As for the energy above the lowest of the compared OMol25 structures with the same formula, charge and spin: 114.0 kcal per mole.

The geometry in ORCA input format:
```
! wB97M-V def2-TZVPD RIJCOSX def2/J DEFGRID3
* xyz 0 1
O -1.094 1.365 0.010
C -0.743 0.186 0.697
C -1.024 -1.169 -0.062
C 0.670 -0.124 0.968
C 1.550 0.327 0.007
C 2.395 0.883 -0.681
H -0.406 1.523 -0.653
H -1.350 0.161 1.602
H -0.794 -1.057 -1.127
H -2.067 -1.463 0.077
H -0.369 -1.931 0.359
H 3.231 1.298 -1.198
*
```

[11]
DFT (wB97M-V/def2-TZVPD) results for C5H6O in the gas phase.

As for the calculated total energy: -269.20220 a.u. Its orbital gap is 9.71 eV. As for the energy above the lowest of the compared OMol25 structures with the same formula, charge and spin: 90.4 kcal per mole.

The geometry in ORCA input format:
```
! wB97M-V def2-TZVPD RIJCOSX def2/J DEFGRID3
* xyz 0 1
C 0.034 -0.076 -1.485
C 0.410 0.763 -0.263
C -0.431 0.387 0.958
C -1.338 1.203 1.414
C -0.160 -0.955 1.596
O -0.794 -1.950 1.369
H 0.113 -1.148 -1.276
H -0.997 0.129 -1.788
H 0.696 0.160 -2.326
H 0.286 1.829 -0.477
H 1.465 0.620 0.002
H 0.716 -0.963 2.274
*
```

[12]
DFT (wB97M-V/def2-TZVPD) results for C5H6O in the gas phase.

As for the calculated total energy: -269.29002 a.u. Its SMILES is C#CCC(C)=O. Its orbital gap is 10.55 eV. As for the energy above the lowest of the compared OMol25 structures with the same formula, charge and spin: 35.3 kcal per mole.

The geometry in ORCA input format:
```
! wB97M-V def2-TZVPD RIJCOSX def2/J DEFGRID3
* xyz 0 1
C 2.157 0.317 1.144
C 1.406 -0.240 0.385
C 0.493 -0.924 -0.531
C -0.985 -0.528 -0.409
C -1.300 0.893 -0.016
O -1.840 -1.343 -0.671
H 2.828 0.806 1.816
H 0.788 -0.709 -1.568
H 0.551 -2.010 -0.408
H -2.378 1.054 -0.072
H -0.778 1.598 -0.673
H -0.943 1.087 1.002
*
```

[13]
DFT (wB97M-V/def2-TZVPD) results for C5H6O in the gas phase.

As for the calculated total energy: -269.29574 a.u. Its SMILES is C1=C[C@H]2O[C@H]2C1. Its orbital gap is 10.67 eV. As for the energy above the lowest of the compared OMol25 structures with the same formula, charge and spin: 31.7 kcal per mole.

The geometry in ORCA input format:
```
! wB97M-V def2-TZVPD RIJCOSX def2/J DEFGRID3
* xyz 0 1
C 0.244 1.255 0.061
C 1.285 0.421 0.036
C 0.806 -0.993 -0.042
O 0.005 -1.380 1.083
C -0.660 -0.936 -0.090
C -1.079 0.526 -0.058
H 0.304 2.333 0.184
H 2.331 0.702 0.100
H 1.398 -1.788 -0.487
H -1.270 -1.683 -0.595
H -1.748 0.741 0.783
H -1.614 0.803 -0.975
*
```

[14]
DFT (wB97M-V/def2-TZVPD) results for C5H6O in the gas phase.

As for the calculated total energy: -269.28109 a.u. Its SMILES is C#CC(=O)CC. Its orbital gap is 10.67 eV. As for the energy above the lowest of the compared OMol25 structures with the same formula, charge and spin: 40.9 kcal per mole.

The geometry in ORCA input format:
```
! wB97M-V def2-TZVPD RIJCOSX def2/J DEFGRID3
* xyz 0 1
C 2.805 -0.296 0.869
C 1.938 -0.115 0.054
C 0.689 0.074 -0.683
O 0.603 -0.011 -1.888
C -0.481 0.398 0.229
C -1.823 -0.065 -0.322
H 3.553 -0.462 1.611
H -0.272 -0.032 1.214
H -0.456 1.489 0.364
H -2.648 0.413 0.217
H -1.926 -1.149 -0.202
H -1.903 0.169 -1.390
*
```

[15]
DFT (wB97M-V/def2-TZVPD) results for C5H6O in the gas phase at a distorted geometry.

As for the calculated total energy: -269.19995 a.u. Its orbital gap (spin up / spin down) is 6.21 / 6.91 eV. As for the energy above the lowest of the compared OMol25 structures with the same formula, charge and spin: 91.8 kcal per mole.

The geometry in ORCA input format:
```
! wB97M-V def2-TZVPD RIJCOSX def2/J DEFGRID3
* xyz 0 1
C 0.249 1.589 0.918
C -0.068 0.686 -0.045
C 0.995 0.111 -0.802
O 0.815 -1.115 -1.084
C -0.465 -1.473 -0.375
C -1.168 -0.188 -0.225
H 1.180 2.130 0.906
H -0.023 -1.774 0.594
H -0.520 1.759 1.658
H 1.971 0.532 -1.047
H -0.945 -2.256 -0.953
H -2.018 -0.168 0.462
*
```

[16]
DFT (wB97M-V/def2-TZVPD) results for a molecular structure, C5H6O at a distorted geometry.

As for the calculated total energy: -269.17267 a.u. Its orbital gap is 10.52 eV. As for the energy above the lowest of the compared OMol25 structures with the same formula, charge and spin: 108.9 kcal per mole.

The geometry in ORCA input format:
```
! wB97M-V def2-TZVPD RIJCOSX def2/J DEFGRID3
* xyz 0 1
C 1.204 -0.514 0.016
C -0.249 -0.569 0.707
C -0.394 0.916 0.550
O -1.698 0.852 -0.081
C -0.936 -0.261 -0.650
C 0.374 0.512 -0.749
H 1.121 -1.577 -0.043
H 2.097 -0.082 0.494
H -0.723 -1.233 1.449
H -0.125 1.637 1.322
H -1.413 -0.900 -1.402
H 0.632 1.231 -1.530
*
```

[17]
DFT (wB97M-V/def2-TZVPD) results for a molecular structure, C5H6O.

As for the calculated total energy: -269.23424 a.u. Its orbital gap is 11.19 eV. As for the energy above the lowest of the compared OMol25 structures with the same formula, charge and spin: 70.3 kcal per mole.

The geometry in ORCA input format:
```
! wB97M-V def2-TZVPD RIJCOSX def2/J DEFGRID3
* xyz 0 1
C -2.103 0.265 -1.603
C -1.220 -0.154 -0.897
C -0.099 -0.775 -0.163
C 1.173 0.060 -0.009
C 0.553 0.481 1.313
O -0.228 -0.758 1.282
H -2.889 0.624 -2.236
H 0.042 -1.781 -0.571
H 1.947 -0.666 0.255
H 1.542 0.760 -0.757
H -0.178 1.292 1.323
H 1.274 0.670 2.118
*
```

[18]
DFT (wB97M-V/def2-TZVPD) results for C5H6O in the gas phase at a distorted geometry.

As for the calculated total energy: -269.18331 a.u. Its SMILES is O=CCC1C=C1. Its orbital gap is 8.54 eV. As for the energy above the lowest of the compared OMol25 structures with the same formula, charge and spin: 102.2 kcal per mole.

The geometry in ORCA input format:
```
! wB97M-V def2-TZVPD RIJCOSX def2/J DEFGRID3
* xyz 0 1
O -1.185 -1.179 -0.657
C -0.101 -1.342 -0.110
C 1.032 -0.383 -0.375
C 0.329 0.910 -0.155
C -1.142 0.791 -0.093
C -0.497 0.715 1.050
H 0.144 -2.326 0.265
H 1.859 -0.530 0.318
H 1.397 -0.590 -1.388
H 0.750 1.866 -0.415
H -2.059 1.138 -0.525
H -0.527 0.932 2.087
*
```

[19]
DFT (wB97M-V/def2-TZVPD) results for C5H6O in the gas phase at a distorted geometry.

As for the calculated total energy: -269.16608 a.u. Its SMILES is C=C(C)C1=CO1. Its orbital gap is 8.05 eV. As for the energy above the lowest of the compared OMol25 structures with the same formula, charge and spin: 113.1 kcal per mole.

The geometry in ORCA input format:
```
! wB97M-V def2-TZVPD RIJCOSX def2/J DEFGRID3
* xyz 0 1
C -0.461 -1.426 0.719
C -0.342 -0.295 0.083
C -1.404 0.684 -0.084
C 1.000 0.013 -0.331
C 1.987 0.789 -0.725
O 2.262 -0.519 -0.130
H -1.349 -1.769 1.014
H 0.427 -2.133 0.953
H -1.253 1.430 0.720
H -2.356 0.332 -0.378
H -1.077 1.261 -0.897
H 2.567 1.633 -0.943
*
```

[20]
DFT (wB97M-V/def2-TZVPD) results for a molecular structure, C5H6O at a distorted geometry.

As for the calculated total energy: -269.19810 a.u. Its orbital gap is 10.47 eV. As for the energy above the lowest of the compared OMol25 structures with the same formula, charge and spin: 93.0 kcal per mole.

The geometry in ORCA input format:
```
! wB97M-V def2-TZVPD RIJCOSX def2/J DEFGRID3
* xyz 0 1
C 2.511 -0.576 -0.259
C 1.394 -0.353 0.086
C 0.079 -0.063 0.516
C -1.026 -0.676 -0.300
O -1.744 0.516 -0.597
C -0.673 1.198 0.054
H 3.500 -0.767 -0.572
H -0.022 -0.274 1.581
H -0.817 -1.247 -1.205
H -1.930 -1.180 0.401
H -1.217 1.712 1.045
H -0.120 1.778 -0.694
*
```